1.
Molecular formula: C13H32Cl4N3O2Si
Method: DFT, the ωB97M-V functional and the def2-TZVPD basis

Output
* total charge: +1
* 2S+1: 1
* lowest unoccupied orbital energy: -2.73 eV
* orbital gap: 9.72 eV
* calculated total energy: -80528.978 eV

Last column: Löwdin charge in e.
Atoms and positions in Å:
1 C 5.8057 -0.2356 0.8573  -0.147
2 Si 4.2138 -1.1180 0.4432  0.417
3 C 4.4442 -2.9562 0.6653  -0.150
4 C 3.6440 -0.7852 -1.3041  -0.158
5 O 3.0393 -0.6859 1.5631  -0.211
6 C 2.4185 0.5709 1.4771  -0.262
7 C 0.9837 0.4550 1.9726  -0.093
8 C 0.0325 -0.2692 1.0063  -0.140
9 N -1.1546 0.6638 0.7558  0.117
10 C -2.4516 0.0123 0.3910  -0.120
11 C -2.1344 -1.2975 -0.2991  -0.182
12 N -1.5826 -2.2169 0.6968  0.047
13 C -0.3828 -1.7155 1.3817  -0.579
14 N -0.6341 -1.8419 2.8026  0.126
15 O 0.7404 -2.4225 0.9133  0.034
16 H 6.3187 -0.8381 1.6093  0.037
17 H 5.6635 0.7521 1.2955  0.031
18 H 6.4642 -0.1551 -0.0065  0.037
19 H 3.6713 -3.4838 0.1075  0.030
20 H 5.4348 -3.2679 0.3449  0.038
21 H 4.3086 -3.2023 1.7195  0.036
22 H 4.3514 -1.2480 -1.9920  0.042
23 H 2.6435 -1.1764 -1.4913  0.029
24 H 3.6376 0.2809 -1.5425  0.030
25 H 2.9422 1.2912 2.1120  0.130
26 H 2.4285 0.9810 0.4593  0.114
27 H 0.6196 1.4684 2.1642  0.121
28 H 1.0254 -0.0308 2.9442  0.120
29 H 0.5343 -0.3565 0.0442  0.152
30 H -1.2961 1.2872 1.5509  0.160
31 H -0.8812 1.2689 -0.0187  0.171
32 H -3.0375 0.6830 -0.2341  0.047
33 H -2.9781 -0.2102 1.3156  0.143
34 H -3.0569 -1.7117 -0.6922  0.119
35 H -1.4311 -1.1598 -1.1185  0.126
36 H -2.3068 -2.3085 1.4015  0.112
37 H 0.2518 -1.8470 3.2983  0.092
38 H -1.0379 -2.7607 2.9673  0.100
39 H 0.8262 -3.2430 1.4061  0.117
40 Cl -3.4069 4.2922 2.3337  0.576
41 C -3.1680 3.8426 0.6316  -0.679
42 C -1.7695 4.1442 0.1486  -0.707
43 Cl -1.4492 5.8821 0.0431  0.599
44 H -3.9067 4.3697 0.0338  0.078
45 H -3.3680 2.7732 0.5567  0.035
46 H -1.6369 3.7332 -0.8548  0.065
47 H -1.0203 3.7169 0.8171  0.047
48 Cl -3.2587 -1.8953 -3.9170  0.558
49 C -4.3933 -0.6520 -4.5038  -0.647
50 C -3.8214 0.7344 -4.3862  -0.622
51 Cl -3.6387 1.2478 -2.6746  0.559
52 H -5.3181 -0.7529 -3.9425  0.072
53 H -4.5916 -0.8665 -5.5520  0.081
54 H -4.4899 1.4541 -4.8529  0.080
55 H -2.8412 0.8053 -4.8481  0.073


2.
Molecular formula: C30H45ClI2NO5
Method: DFT, the ωB97M-V functional and the def2-TZVPD basis

Output
* total charge: +1
* 2S+1: 1
* lowest unoccupied orbital energy: -4.58 eV
* orbital gap: 6.59 eV
* calculated total energy: -72275.046 eV

Last column: Löwdin charge in e.
Atoms and positions in Å:
1 C -1.0226 0.0086 3.2917  0.140
2 C 0.1228 -0.0318 3.6970  -0.151
3 O 1.4918 0.1650 3.9301  0.041
4 C 2.1645 -0.4935 2.8764  -0.414
5 O 3.3213 -0.7831 3.0676  0.175
6 C 1.5311 -0.8867 1.4988  -0.009
7 C 0.8957 -2.2301 1.3954  -0.419
8 Cl 0.9115 -3.3044 2.8448  0.705
9 C 0.2800 -2.6655 0.0847  -0.178
10 C -0.3502 -4.0898 0.0639  -0.725
11 I -2.1241 -4.3227 1.3182  0.804
12 C 0.1454 -5.1449 -0.7035  -0.720
13 C 1.3958 -4.9682 -1.6424  -0.113
14 I -0.9232 -7.0392 -0.5215  0.813
15 N 0.3214 -1.8145 -1.0414  0.012
16 C -0.2475 -2.2351 -2.3425  0.001
17 C 0.9384 -0.5339 -0.9614  -0.012
18 C 0.9858 0.3538 -2.2942  -0.132
19 O 1.8798 -0.2239 -3.2465  -0.143
20 C 1.3031 -0.3984 -4.5591  -0.231
21 C 2.2101 0.2520 -5.7191  -0.183
22 C 1.2589 0.2657 -7.0289  -0.111
23 C 1.5632 0.0055 0.2687  -0.018
24 C 2.2865 1.3868 0.4229  -0.118
25 C 1.3556 2.6647 0.2445  -0.180
26 C -0.0904 2.5521 0.8974  -0.171
27 C -1.1479 3.1296 -0.1534  -0.190
28 C -1.9678 2.0005 -0.9291  -0.196
29 C -3.4983 1.9568 -0.4233  -0.179
30 C -3.8580 0.4303 -0.1177  -0.216
31 C -5.3281 0.0325 -0.6052  -0.156
32 C -5.6567 -1.4405 -0.0472  -0.225
33 O -6.4055 -2.1943 -1.0236  -0.219
34 C -5.9118 -3.5334 -1.1597  -0.129
35 H -2.0338 -0.2480 2.8931  0.072
36 H 2.1835 -4.2690 -1.2458  0.098
37 H 0.9977 -4.6087 -2.6475  0.080
38 H 1.8403 -5.9924 -1.8325  0.084
39 H -0.9048 -1.4386 -2.8179  0.123
40 H -0.8711 -3.1699 -2.2940  0.114
41 H 0.6377 -2.4756 -3.0158  0.101
42 H 1.3679 1.3841 -2.0444  0.123
43 H -0.0858 0.4537 -2.6307  0.111
44 H 1.3202 -1.5191 -4.7762  0.126
45 H 0.2729 0.0351 -4.6992  0.120
46 H 3.1146 -0.3841 -5.9418  0.111
47 H 2.4484 1.3153 -5.4362  0.110
48 H 1.0582 1.3118 -7.3923  0.076
49 H 1.7777 -0.3394 -7.8277  0.076
50 H 0.2483 -0.2128 -6.8215  0.071
51 H 2.8664 1.5086 1.3861  0.119
52 H 3.0708 1.4358 -0.4063  0.140
53 H 1.8848 3.5232 0.7774  0.128
54 H 1.3314 2.9893 -0.8467  0.099
55 H -0.1289 3.2655 1.7856  0.121
56 H -0.3586 1.5361 1.3016  0.077
57 H -1.8921 3.8160 0.3696  0.109
58 H -0.6644 3.7960 -0.9425  0.110
59 H -1.4784 0.9816 -0.9255  0.071
60 H -2.0302 2.3118 -2.0250  0.110
61 H -4.1880 2.3117 -1.2457  0.111
62 H -3.6851 2.6316 0.4645  0.111
63 H -3.1601 -0.3091 -0.6326  0.097
64 H -3.7509 0.2745 1.0072  0.106
65 H -5.3948 -0.0468 -1.7331  0.123
66 H -6.1223 0.7284 -0.2121  0.117
67 H -4.7243 -2.0326 0.1989  0.083
68 H -6.2602 -1.3095 0.9025  0.130
69 H -6.6771 -4.2422 -1.6004  0.098
70 H -5.5522 -3.9971 -0.1912  0.077
71 H -5.0392 -3.5137 -1.8958  0.093
72 C 4.5943 2.9479 6.3189  -0.170
73 C 4.1594 1.8729 5.3432  -0.172
74 C 2.8467 2.4319 4.8259  -0.218
75 O 2.9586 3.8590 4.8671  -0.134
76 C 4.1259 4.2120 5.6229  -0.199
77 H 5.6652 2.9473 6.5248  0.117
78 H 4.0634 2.8247 7.2678  0.119
79 H 4.8829 1.7992 4.5252  0.118
80 H 4.0540 0.8855 5.7942  0.117
81 H 2.0098 2.1423 5.4701  0.121
82 H 2.6282 2.1119 3.8065  0.088
83 H 4.8811 4.5819 4.9212  0.118
84 H 3.8813 5.0120 6.3239  0.120